[1]
41
Properties=species:S:1:pos:R:3:forces:R:3:mulliken_charge:R:1 method="wB97M-V/def2-TZVPD" homo_energy_ev=-5.38 energy_ev=-36603.5830 orbital_gap_ha=0.172 mol_weight_g_mol=266.558 charge=0 spin_multiplicity=1
C 0.767611 3.053463 3.926082 0.55 -1.68 -1.08 -0.564
C 0.645610 1.648037 3.452491 1.17 1.74 2.52 -0.311
Al -1.080409 0.665689 2.940475 1.02 -1.03 1.73 0.153
Cl -0.448281 -0.987279 1.455813 0.11 0.21 0.44 -0.398
B -2.492855 1.816018 1.987738 -1.82 0.54 -1.92 0.313
O -2.705516 1.552814 0.520977 1.65 2.38 1.22 -0.530
N -3.371259 2.884618 2.611445 1.19 -0.15 0.84 -0.175
C -2.539720 4.156090 2.663816 0.42 -0.30 0.67 -0.681
C -3.873835 2.507510 3.987944 -0.98 0.90 0.89 -0.772
H 1.196992 3.873047 3.191010 0.61 -1.70 2.17 0.193
H 0.512786 3.384531 5.026497 -1.12 -0.30 -2.74 0.259
H 1.653982 1.015560 3.400356 -1.48 1.95 -1.97 0.232
H -1.665358 -0.136526 4.210274 -0.14 -0.17 -0.02 -0.267
H -2.137757 2.266581 0.080570 -1.26 -1.40 0.55 0.233
H -1.903152 4.182663 1.678297 -1.19 0.47 1.87 0.192
H -1.818938 4.044809 3.590429 -1.00 0.50 -1.88 0.162
H -3.180819 5.121234 2.856429 1.12 -1.83 -0.77 0.244
H -3.475253 3.257628 4.825022 -0.60 -1.58 -1.70 0.273
H -3.595761 1.416250 4.328272 -0.63 2.08 -0.87 0.219
H -5.054003 2.686934 3.968419 2.45 -0.74 0.26 0.226
C 1.836391 -3.837368 -3.206845 0.41 0.36 -0.12 -0.848
N 1.929586 -2.323087 -3.409283 -0.05 -0.11 -0.24 -0.023
C 1.952712 -2.050942 -4.911116 -0.04 -0.05 0.70 -0.857
C 3.221688 -1.809957 -2.793485 -0.43 -0.27 -0.31 -0.881
C 0.690619 -1.596254 -2.815610 0.21 -0.72 0.56 -0.647
C 0.524803 -1.755134 -1.291369 0.01 -0.11 -0.40 -0.631
O 0.383998 -3.121335 -0.936270 0.38 -0.23 0.18 -0.525
H 2.577031 -4.315464 -3.856598 -0.15 0.24 -0.04 0.375
H 2.081320 -4.081650 -2.170585 -0.40 0.18 -0.28 0.387
H 0.829318 -4.165927 -3.477934 0.24 0.10 0.22 0.346
H 2.824082 -2.551312 -5.343914 -0.19 0.10 0.12 0.377
H 2.019247 -0.969656 -5.067675 -0.05 -0.26 0.04 0.377
H 1.029892 -2.447550 -5.349115 0.25 0.12 0.15 0.371
H 3.235273 -2.058118 -1.730120 -0.08 0.10 -0.22 0.380
H 3.272984 -0.726909 -2.944484 -0.02 -0.26 0.07 0.340
H 4.061454 -2.307532 -3.297334 -0.30 0.17 0.13 0.383
H -0.182022 -2.010164 -3.335441 0.27 0.01 0.05 0.375
H 0.792858 -0.538970 -3.073598 0.05 -0.15 0.07 0.333
H -0.378497 -1.224510 -0.970529 0.28 0.29 -0.31 0.517
H 1.373450 -1.329707 -0.754580 -0.07 0.30 -0.06 0.499
H 0.489751 -3.188125 0.033530 -0.39 0.28 -0.48 0.353

[2]
41
Properties=species:S:1:pos:R:3:forces:R:3:lowdin_spin:R:1 method="wB97M-V/def2-TZVPD" homo_energy_ev="-19.63 / -19.35" energy_ev=-54856.5939 orbital_gap_ha="0.247 / 0.163" e_above_lowest_kj_mol=0.0 mol_weight_g_mol=485.542 charge=+3 spin_multiplicity=3
C -0.048683 1.008576 -2.115359 -0.49 0.52 -0.85 -0.038
C -0.127275 1.040817 -0.616948 0.71 1.48 0.11 -0.170
H 0.153539 2.023666 -2.512772 0.14 -0.40 0.04 -0.010
H -0.985480 0.681042 -2.610347 0.33 0.22 0.33 0.003
H 0.792948 0.375720 -2.494703 -0.26 0.12 0.11 0.000
O -0.122927 2.013218 0.121625 -0.11 -3.24 -1.74 -0.080
I 0.023155 -0.787790 1.863881 0.06 -1.25 -0.83 0.004
Mo 0.069922 -1.373271 -0.997855 -0.89 1.20 0.79 1.359
P 2.285842 -0.596942 -0.492655 2.98 0.24 1.00 -0.006
C 2.934528 0.426489 0.879336 -0.53 0.09 0.18 0.002
C 2.969181 -2.236946 -0.080585 -0.38 -0.14 -0.05 0.013
H 4.051061 -2.167890 -0.257867 -0.20 -0.15 -0.08 0.002
H 4.413299 -0.032711 -1.414367 -0.36 -0.02 -0.21 -0.001
H 2.535523 -3.024034 -0.714103 0.31 -0.05 0.16 0.001
H 3.292181 -0.574580 -2.730876 0.18 0.28 0.18 0.000
H 2.802214 -0.099393 1.832807 0.19 0.22 -0.32 0.002
H 2.793154 -2.450149 0.979762 -0.05 -0.07 -0.25 0.000
C 3.391948 0.034226 -1.819801 -0.92 -0.15 -0.49 0.000
H 4.003932 0.572829 0.664589 -0.39 0.06 0.12 -0.001
H 3.138779 1.084793 -2.024912 0.23 -0.26 -0.06 0.000
H 2.404090 1.387379 0.920799 0.42 -0.16 -0.01 0.000
P -2.259244 -0.717219 -0.474031 -3.17 0.23 0.77 -0.021
C -2.934178 0.398454 0.826410 0.73 0.21 0.17 0.001
C -3.335930 -0.084587 -1.837016 0.89 -0.24 -0.57 -0.001
H -2.737073 -3.085622 -0.612795 -0.32 -0.06 0.18 0.000
H -4.177144 -2.127043 -0.125887 0.28 0.02 -0.03 -0.001
H -2.887805 -2.484680 1.068859 0.01 -0.01 -0.18 0.000
C -3.096542 -2.262777 0.017650 0.70 -0.50 -0.26 0.000
H -3.191883 -0.691778 -2.744410 -0.22 0.30 0.17 0.000
H -4.377258 -0.165907 -1.480415 0.50 -0.02 -0.16 -0.001
H -4.009739 0.516297 0.626518 0.39 -0.10 -0.03 -0.001
H -2.436604 1.371584 0.748197 -0.35 -0.08 0.23 0.000
H -3.097106 0.971821 -2.037883 -0.23 -0.33 -0.02 0.000
H -2.787371 -0.032987 1.824141 -0.10 0.21 -0.34 0.002
Cl -0.007416 -2.928411 -2.778691 0.07 1.72 1.76 0.034
C 0.004928 2.298933 3.778778 -0.79 0.88 -0.69 0.117
O 0.858765 2.593440 2.677774 -1.13 -0.94 1.03 0.683
H 0.350595 1.419560 4.328634 0.67 -0.06 0.30 0.057
H -1.048561 2.149602 3.507054 0.42 -0.05 -0.37 0.003
H 0.064964 3.163969 4.450389 0.50 0.09 0.38 0.047
H 0.333655 2.392312 1.857095 0.16 0.19 -0.45 0.000

[3]
44
Properties=species:S:1:pos:R:3:forces:R:3:mulliken_charge:R:1 method="wB97M-V/def2-TZVPD" homo_energy_ev=-8.55 energy_ev=-37559.4043 orbital_gap_ha=0.311 mol_weight_g_mol=309.271 smiles="CP(O)OC(=O)N(F)CCCCO.CO.CO.CO" charge=0 spin_multiplicity=1
C -3.531101 0.471273 -1.085993 -1.58 -0.58 0.19 -0.821
P -1.767657 -0.257938 -1.180979 1.15 0.59 1.59 0.414
O -1.746193 -1.551294 0.034352 0.08 2.25 -0.35 -0.556
O -1.416069 -0.986801 -2.723366 2.75 0.06 0.98 -0.362
C 0.076806 -1.004166 -2.878129 2.78 -6.16 1.12 0.510
O 0.792921 -2.138717 -2.723991 -5.31 7.56 -1.05 -0.461
N 0.758132 0.287370 -3.272590 -0.80 -0.40 2.44 0.096
F 1.189631 0.057364 -4.563773 0.24 -0.51 -0.98 -0.228
C 2.012274 0.562864 -2.473205 2.11 0.98 0.57 -0.383
C 1.744448 1.404125 -1.073960 -0.14 -0.12 0.02 -0.767
C 1.366450 0.466068 0.216316 -0.67 0.16 0.43 0.025
C 2.489402 0.497341 1.432403 -1.11 -0.90 -0.51 -0.463
O 1.873288 1.221047 2.584360 -0.27 -2.14 -0.97 -0.518
H -4.391551 -0.347136 -0.966686 1.80 1.91 -0.47 0.210
H -3.725519 1.222930 -1.962698 0.44 -1.62 1.51 0.347
H -3.568243 1.118534 -0.083483 0.48 -1.55 -2.10 0.248
H -1.320203 -1.116292 0.854945 -0.82 -0.92 -2.06 0.358
H 2.682207 1.284275 -3.148562 -1.80 -1.71 1.27 0.280
H 2.695146 -0.401196 -2.304160 -1.79 2.01 -0.28 0.265
H 2.719755 2.011518 -0.772400 -1.92 -1.39 -0.94 0.343
H 0.905093 2.218218 -1.259173 1.68 -1.84 0.29 0.250
H 1.098969 -0.660965 -0.067522 0.77 2.46 0.36 0.246
H 0.370074 0.925209 0.683968 2.17 -1.04 -0.91 0.151
H 2.694582 -0.627258 1.757484 -0.13 2.39 -0.67 0.196
H 3.479398 1.011789 1.069483 -2.02 -0.84 1.06 0.321
H 1.082784 0.635068 2.835817 1.66 1.41 -0.42 0.248
C -0.401238 -0.434303 5.785255 -0.12 -0.02 0.17 -0.528
O -1.009715 0.154312 4.650603 -0.50 0.18 -0.30 -0.473
H 0.648797 -0.636035 5.560867 -0.19 0.08 -0.04 0.208
H -0.464903 0.253566 6.632035 0.16 -0.16 0.13 0.276
H -0.906985 -1.372655 6.025559 0.18 -0.06 0.19 0.254
H -1.939758 0.321721 4.879478 0.56 -0.03 -0.25 0.284
C 6.076297 0.463069 -3.395953 0.08 -0.18 -0.13 -0.580
O 4.747169 0.023952 -3.607480 -0.07 -0.40 -0.28 -0.399
H 6.058650 1.365778 -2.780792 -0.09 -0.15 -0.10 0.218
H 6.640693 -0.316714 -2.878603 0.23 0.16 0.03 0.264
H 6.543808 0.689075 -4.357402 0.23 0.10 0.12 0.254
H 4.794718 -0.777581 -4.155818 -0.18 0.45 0.30 0.255
C -6.883187 -0.831228 1.495694 0.01 -0.15 0.12 -0.535
O -5.641812 -1.114864 0.877076 0.40 -0.33 0.13 -0.417
H -7.382196 -0.032824 0.941472 0.16 -0.13 0.03 0.216
H -7.509973 -1.726361 1.484358 -0.21 0.14 0.10 0.243
H -6.712679 -0.505866 2.524817 -0.26 0.06 0.05 0.248
H -5.222510 -1.826271 1.390375 -0.11 0.39 -0.41 0.266

Which strongest force on any atom belongs to each record? In order, 3.3 3.7 9.3 eV Å⁻¹.